# C26H61BO4PV

C26H61BO4PV as an isolated structure in a non-equilibrium geometry (ωB97M-V/def2-TZVPD, the Open Molecules 2025 dataset).

Last column: Löwdin charge in e.
Cartesian coordinates (Å):
1 V -3.299 -2.490 2.573  1.07
2 C 4.244 1.400 -2.199  -0.10
3 C 4.350 0.000 -1.631  -0.25
4 C 3.510 -1.036 -2.377  -0.24
5 C 2.007 -0.731 -2.541  -0.24
6 P 0.973 -1.521 -1.245  1.03
7 C 1.721 -1.101 0.323  -0.26
8 C 1.709 0.367 0.758  -0.24
9 C 2.207 0.393 2.197  -0.25
10 C 2.092 1.783 2.813  -0.09
11 C -0.673 -0.744 -1.330  -0.23
12 C -1.263 -0.843 -2.760  -0.24
13 C -2.464 0.079 -2.949  -0.26
14 C -2.181 1.565 -3.062  -0.09
15 C 0.828 -3.301 -1.528  -0.24
16 C 0.636 -3.755 -2.976  -0.24
17 C 1.907 -4.266 -3.650  -0.25
18 C 1.671 -4.428 -5.155  -0.10
19 H 3.278 1.902 -2.043  0.05
20 H 4.314 1.486 -3.286  0.09
21 H 4.943 2.081 -1.713  0.08
22 H 4.190 0.016 -0.550  0.09
23 H 5.401 -0.289 -1.719  0.11
24 H 3.670 -2.028 -1.944  0.10
25 H 3.836 -1.093 -3.418  0.12
26 H 1.607 -1.051 -3.502  0.08
27 H 1.787 0.339 -2.460  0.10
28 H 2.769 -1.388 0.216  0.09
29 H 1.137 -1.674 1.048  0.11
30 H 0.679 0.735 0.812  0.07
31 H 2.182 1.100 0.104  0.10
32 H 3.284 0.195 2.246  0.12
33 H 1.648 -0.319 2.799  0.08
34 H 1.042 1.935 3.083  0.06
35 H 2.386 2.640 2.210  0.08
36 H 2.661 1.789 3.743  0.07
37 H -0.682 0.317 -1.071  0.08
38 H -1.443 -1.199 -0.697  0.10
39 H -1.594 -1.878 -2.856  0.11
40 H -0.518 -0.577 -3.512  0.10
41 H -3.201 -0.083 -2.148  0.10
42 H -3.098 -0.310 -3.753  0.11
43 H -3.079 2.155 -2.843  0.07
44 H -1.994 1.911 -4.079  0.08
45 H -1.468 1.858 -2.289  0.06
46 H -0.019 -3.502 -0.861  0.05
47 H 1.636 -3.821 -1.006  0.11
48 H 0.256 -2.925 -3.577  0.08
49 H -0.154 -4.503 -3.056  0.13
50 H 2.265 -5.211 -3.241  0.12
51 H 2.733 -3.557 -3.552  0.09
52 H 1.706 -3.475 -5.683  0.07
53 H 0.765 -4.979 -5.413  0.08
54 H 2.464 -5.034 -5.600  0.08
55 B -2.293 -3.733 0.830  -0.39
56 H -1.500 -4.243 0.135  -0.01
57 H -1.815 -2.802 1.290  -0.08
58 H -3.276 -3.418 0.221  0.00
59 H -2.695 -4.363 1.704  -0.05
60 C -1.609 0.362 3.296  -0.25
61 O -2.346 -0.794 3.143  -0.44
62 H -1.356 0.846 2.338  0.05
63 H -2.157 1.169 3.804  0.09
64 H -0.689 0.180 3.864  0.06
65 C 1.448 -1.394 5.612  -0.01
66 C 0.995 -0.119 6.319  -0.50
67 O 1.636 0.901 6.256  0.07
68 C -0.286 -0.185 7.112  -0.02
69 H 2.533 -1.379 5.690  0.09
70 H 1.181 -1.309 4.558  0.05
71 H 0.966 -2.279 6.019  0.08
72 H -0.322 0.628 7.833  0.09
73 H -0.327 -1.131 7.658  0.08
74 H -1.181 -0.181 6.485  0.08
75 C -0.225 3.544 0.929  -0.02
76 C 0.342 3.900 -0.418  -0.49
77 O 1.187 3.205 -0.949  0.04
78 C -0.139 5.151 -1.083  -0.01
79 H -0.265 2.471 1.103  0.04
80 H -1.290 3.780 1.028  0.08
81 H 0.324 4.045 1.725  0.10
82 H 0.190 5.971 -0.428  0.10
83 H -1.223 5.258 -1.072  0.09
84 H 0.366 5.317 -2.029  0.09
85 C -6.002 3.353 -0.440  -0.01
86 C -4.783 3.286 0.440  -0.50
87 O -4.308 4.212 1.050  0.07
88 C -4.027 1.969 0.502  -0.02
89 H -6.737 2.601 -0.139  0.09
90 H -5.665 3.065 -1.437  0.08
91 H -6.514 4.308 -0.371  0.09
92 H -4.357 1.219 -0.218  0.07
93 H -4.203 1.571 1.508  0.09
94 H -2.944 2.087 0.480  0.06

Atomic forces in eV per Å
V 2.99 2.18 -0.73
C -0.96 1.10 0.01
C 0.45 0.11 -0.34
C -0.26 0.03 -0.43
C -0.65 -0.12 0.98
P 0.10 1.37 -0.95
C -0.03 0.12 -0.49
C -1.14 -0.17 0.56
C 1.15 1.45 -0.50
C -0.85 -0.18 0.88
C -0.80 0.12 -0.84
C -0.16 0.13 0.34
C -1.38 -0.58 0.23
C -0.96 0.28 0.10
C -0.25 0.13 1.10
C 0.09 0.25 -0.16
C -0.07 0.11 -0.75
C 0.56 -0.57 -0.29
H -0.09 -0.37 0.43
H 0.64 -0.40 0.02
H 0.26 -0.13 -0.23
H -0.34 -0.02 -0.05
H -0.06 -0.24 -0.10
H -0.05 -0.04 -0.06
H 0.52 -0.05 0.16
H 0.18 -0.09 -0.05
H 0.12 0.03 -0.03
H -0.11 -0.59 0.48
H 0.53 -0.23 0.25
H -0.11 -0.24 -0.16
H 0.43 -0.33 -0.07
H -0.13 -0.72 -0.16
H 0.14 -0.11 0.02
H 0.06 0.25 0.11
H 0.25 -0.31 -0.32
H -0.07 0.21 0.04
H 0.73 -0.07 0.26
H 0.54 -0.26 0.36
H 0.11 0.03 -0.52
H -0.01 -0.27 -0.09
H 0.52 0.05 0.48
H 0.52 0.30 -0.54
H -0.11 -0.29 0.29
H 0.94 -0.22 0.11
H 0.40 0.30 -0.50
H -0.22 -0.30 -0.37
H 0.27 0.12 -0.27
H 0.06 0.03 -0.01
H 0.09 -0.15 0.25
H -0.22 0.00 0.26
H -0.06 0.06 0.30
H -0.30 0.06 0.07
H -0.22 0.26 0.21
H 0.13 0.11 0.09
B -1.04 -0.03 -1.21
H 0.28 -0.49 -0.12
H 0.92 2.17 1.05
H -0.61 0.45 -0.32
H -0.60 -1.51 1.91
C 0.01 0.78 -0.14
O -2.09 -2.77 -0.51
H 0.23 -0.42 -0.11
H -0.12 -0.34 0.29
H 0.03 0.02 -0.10
C -0.05 0.83 0.11
C -0.43 -0.08 -0.03
O 0.14 -0.11 -0.17
C 0.00 -0.38 0.45
H 0.01 -0.46 -0.07
H -0.02 -0.05 0.00
H 0.24 -0.11 0.06
H -0.08 0.13 -0.15
H 0.03 0.02 0.03
H 0.13 0.16 -0.20
C -1.15 -0.28 0.15
C 0.05 -0.39 -0.49
O -0.09 -0.13 0.13
C 0.41 0.73 0.89
H 0.77 -0.05 -0.07
H 0.16 0.74 -0.12
H 0.00 -0.04 0.03
H -0.02 0.00 -0.01
H -0.03 -0.23 -0.36
H -0.34 -0.22 -0.22
C -0.17 -0.34 0.56
C 0.98 -0.15 -0.15
O -0.43 0.41 -0.02
C -0.39 -0.59 0.47
H 0.17 -0.17 0.03
H -0.23 0.31 -0.18
H 0.32 0.19 -0.30
H 0.04 0.06 -0.05
H -0.17 -0.11 -0.07
H -0.03 0.32 -0.33

Values from the calculation:
- Molecular weight: 530.5 g/mol
- Strongest force on any atom: 3.77 eV/A
- Charge: +1
- ΔE to the lowest compared entry with this formula, charge and spin: 9.88 kcal per mole
- HOMO energy (alpha / beta): -11.503 / -11.503 eV
- Spin multiplicity: 4
- Total energy: -2638.070228 hartree